(1)
21
Properties=species:S:1:pos:R:3 method="wB97M-V/def2-TZVPD" homo_ha=-0.261 total_energy_ev=-8389.1311
C -0.95115 -2.50618 0.96332
C -0.72409 -1.03644 0.80160
N 0.32339 -0.42243 1.39883
N -1.82918 1.05479 0.10837
C -1.35903 -0.27999 -0.20007
H 0.80450 0.18431 0.60241
H 0.99092 -1.04294 1.84391
H -1.87401 1.61786 -0.73313
H -1.17550 1.51839 0.73153
H -2.08967 -0.81962 -0.79632
H -1.53541 -2.69840 1.86917
H -1.51279 -2.91003 0.11913
H -0.00950 -3.05259 1.05310
C 1.25655 0.59784 -1.12860
C 1.60989 2.02665 -0.71935
H 0.73844 2.68122 -0.79331
H 1.95795 2.07712 0.31596
H 0.97182 0.58185 -2.18281
H 2.12393 -0.06467 -1.06511
H -0.11547 0.03482 -0.84312
H 2.39842 2.45843 -1.34552



(2)
19
Properties=species:S:1:pos:R:3 method="wB97M-V/def2-TZVPD" smiles=CCO[C@H]1C[C@H]1C homo_ha=-0.341 total_energy_ev=-8462.9175
C -1.94740 1.76756 -1.19849
C -0.73281 1.33795 -0.40146
O -0.92938 -0.00644 0.00047
C -0.13552 -0.38127 1.07950
C 0.14576 -1.83818 1.21661
C 1.26721 -0.88846 0.86538
C 1.87924 -0.93606 -0.51386
H -2.84351 1.70535 -0.57414
H -2.08647 1.11011 -2.06145
H -1.83420 2.79690 -1.55460
H -0.61043 1.98400 0.48141
H 0.18631 1.42532 -1.00023
H -0.32066 0.19896 1.98677
H -0.22800 -2.46657 0.41185
H 0.11456 -2.29111 2.20295
H 1.96528 -0.66860 1.67217
H 2.47091 -0.03599 -0.71701
H 2.54028 -1.80380 -0.61769
H 1.09882 -1.00965 -1.27817



(3)
65
Properties=species:S:1:pos:R:3 method="wB97M-V/def2-TZVPD" homo_ha=-0.466 total_energy_ev=-29807.1804 total_charge=+1
C -0.50055 1.08323 2.73818
C 0.41131 -0.18931 2.15833
C -0.48875 -1.14793 1.17913
F 0.12039 -2.52735 1.22800
N -0.62882 -0.65998 -0.24594
C -0.84328 0.71297 -0.84430
N -0.94567 0.59734 -2.37902
C -0.82556 -0.88114 -2.67487
C -0.88329 -1.74664 -4.06583
C 0.63472 -2.01208 -4.69810
F 0.70084 -1.26956 -5.97848
C -0.59745 -1.74460 -1.30008
H -0.11347 1.37983 3.80341
H -0.38779 1.97851 1.95660
H -1.62592 0.75007 2.85120
H 1.44255 0.14759 1.71591
H 0.66916 -0.84075 3.12415
H -1.57498 -1.22906 1.64681
H -0.91256 1.71095 -0.23717
H -1.06831 1.34453 -3.09773
H -1.38763 -2.79117 -3.78601
H -1.57569 -1.27573 -4.89362
H 0.76087 -3.17964 -4.80373
H 1.40177 -1.61007 -3.88592
H -0.45583 -2.90440 -1.23830
C 3.88049 -6.39343 4.90783
C 4.66550 -5.28414 4.22515
C 4.19937 -3.87912 4.61589
C 2.75333 -3.53619 4.23797
C 2.41532 -3.65911 2.75025
C 3.21638 -2.71433 1.86889
H 2.82484 -6.37622 4.62140
H 4.28506 -7.36984 4.62454
H 3.94498 -6.30368 5.99727
H 4.61814 -5.41575 3.13887
H 5.72225 -5.38713 4.50118
H 4.87642 -3.14608 4.16350
H 4.30914 -3.75873 5.70141
H 2.54788 -2.50850 4.56446
H 2.06743 -4.17383 4.80736
H 1.34933 -3.43637 2.61846
H 2.55706 -4.68994 2.40886
H 3.06027 -1.67302 2.16920
H 2.90123 -2.81535 0.82541
H 4.28781 -2.93019 1.91352
C -3.40325 3.52405 -0.78602
C -4.21273 4.37759 -1.74987
C -3.73777 4.27345 -3.20163
C -2.30558 4.75555 -3.46212
C -2.01554 6.20367 -3.06027
C -2.84707 7.22079 -3.82523
H -2.35746 3.84247 -0.74523
H -3.81429 3.60537 0.22478
H -3.43271 2.46945 -1.07938
H -4.20018 5.42066 -1.41607
H -5.25974 4.05320 -1.70447
H -4.43095 4.83363 -3.83890
H -3.81268 3.22701 -3.52450
H -2.09228 4.63507 -4.53214
H -1.60001 4.09876 -2.94054
H -0.95493 6.40932 -3.25040
H -2.16564 6.34025 -1.98414
H -2.68396 7.12697 -4.90388
H -2.56557 8.23623 -3.52855
H -3.91594 7.10182 -3.62548



(4)
30
Properties=species:S:1:pos:R:3 method="wB97M-V/def2-TZVPD" smiles=O.O.O.O.O.O.O.O.O.O homo_ha=-0.377 total_energy_ev=-20800.0071
O -0.75464 -2.20117 -2.04630
H -0.82383 -3.15076 -2.21368
H -0.21654 -1.86782 -2.77262
O -1.22679 1.28450 -1.77120
H -0.40565 1.42292 -2.27827
H -1.79345 2.02148 -2.01791
O 0.11579 3.79986 0.30380
H -0.11191 3.90813 1.23292
H 0.64995 2.99702 0.27768
O -1.60037 -2.52559 0.61829
H -0.94163 -3.15787 0.93308
H -1.43036 -2.42614 -0.34050
O -0.39327 -0.34076 4.00178
H -0.40727 -0.39472 3.03829
H 0.27284 0.32537 4.19858
O 1.22849 1.71889 -3.27337
H 1.56883 1.83350 -2.36113
H 1.28257 2.59801 -3.66564
O 2.56149 1.87359 -0.71307
H 2.91048 0.98562 -0.86471
H 3.20606 2.46488 -1.12471
O 0.14549 -0.00048 0.77263
H -0.27315 -0.86215 0.63814
H 0.11607 0.42479 -0.09367
O 2.03068 -2.27786 0.78891
H 2.04472 -1.99128 -0.12855
H 2.03716 -1.45413 1.29281
O -3.22413 -1.29931 2.65589
H -2.69118 -1.75784 1.98298
H -3.87643 -1.95070 2.92954



(5)
13
Properties=species:S:1:pos:R:3 method="wB97M-V/def2-TZVPD" homo_ha=-0.353 total_energy_ev=-8240.2839
H 0.45562 -0.10229 1.26778
N 1.39733 0.21744 1.03426
C 1.88966 0.83722 2.12027
N 1.80747 0.66598 3.53192
H 2.38265 1.88943 2.04808
H 1.29065 -0.09836 3.96184
H 1.93240 1.48191 4.10037
O 0.42139 1.37116 -1.35728
H -0.50807 1.24261 -1.09498
H 0.74003 0.98840 -0.58509
O -3.61187 -2.67814 -5.15560
H -3.98093 -3.42864 -5.43917
H -4.21635 -2.38673 -4.43239



(6)
121
Properties=species:S:1:pos:R:3 method="wB97M-V/def2-TZVPD" homo_ha=-0.383 total_energy_ev=-85641.0049 total_charge=+1
C -4.16630 -3.55770 0.41606
C -3.86136 -2.48550 -0.63114
C -2.89074 -2.93130 -1.70882
O -1.86798 -3.80471 -1.23866
C -0.62783 -3.20786 -0.95164
C -0.68144 -2.58356 0.44946
C -0.99384 -3.64674 1.42156
N -0.45711 -3.42788 2.55101
C 0.17745 -2.09435 2.58218
C -0.94305 -1.13890 3.05023
C -0.58551 0.00997 3.98171
C -1.70757 1.07111 3.93475
S -1.30114 2.65121 3.21454
C -1.97559 2.55305 1.61571
S -2.64083 1.20898 0.94642
N -1.91732 3.81032 1.02449
C -2.66291 3.94966 -0.21108
C -4.05959 3.87099 -0.12647
C -4.83847 3.99752 -1.28439
C -4.22367 4.20687 -2.52827
C -2.82604 4.29715 -2.60416
C -2.04105 4.18233 -1.44932
C -0.58623 4.40240 0.98554
C 0.53333 3.66705 0.59230
C 1.79602 4.29456 0.56408
C 1.93068 5.65033 0.92871
C 0.79995 6.38587 1.29860
C -0.46421 5.76165 1.32571
C 0.60961 -1.99859 1.06173
C 1.81260 -2.90847 0.88353
C 2.47679 -2.94460 -0.48171
O 2.43096 -4.29595 -0.98071
C 2.84002 -4.40434 -2.27119
O 3.96468 -4.56736 -2.50052
C 1.82862 -4.32533 -3.34251
C 1.83132 -2.95169 -4.01760
C 0.89183 -0.51559 0.76241
O 1.93364 -0.30303 -0.16735
C 3.24039 -0.14851 0.34960
C 4.13802 0.28857 -0.76528
H -3.80866 -4.53280 0.12375
H -5.23041 -3.63927 0.56907
H -3.76143 -3.29106 1.38220
H -3.52327 -1.58227 -0.14342
H -4.77874 -2.20729 -1.12714
H -3.42791 -3.47139 -2.47268
H -2.45629 -2.06379 -2.19481
H 0.09544 -4.00615 -0.96646
H -0.37834 -2.46154 -1.69494
H -1.43075 -1.80595 0.38907
H -1.52978 -4.54947 1.21718
H -0.49628 -4.06539 3.33842
H 1.01228 -2.04389 3.26438
H -1.45765 -0.70929 2.20686
H -1.66174 -1.75350 3.57320
H -0.51172 -0.32160 5.00758
H 0.35798 0.47167 3.72276
H -2.03832 1.31297 4.93239
H -2.57062 0.68710 3.41758
H -4.51988 3.70385 0.82900
H -5.90508 3.93834 -1.20795
H -4.82983 4.31027 -3.40708
H -2.36368 4.45892 -3.55791
H -0.97465 4.25909 -1.53511
H 0.43570 2.64000 0.29236
H 2.66832 3.74658 0.26216
H 2.89701 6.11105 0.91013
H 0.89610 7.42118 1.55874
H -1.33345 6.31942 1.61519
H 1.56569 -3.92703 1.14247
H 2.55003 -2.60324 1.61076
H 3.51249 -2.65608 -0.40024
H 2.01161 -2.25996 -1.17255
H 0.84241 -4.60003 -3.00038
H 2.11274 -5.06461 -4.07139
H 0.83839 -2.55254 -4.14662
H 2.25363 -3.03574 -5.00438
H 2.41883 -2.21314 -3.49217
H 0.00978 -0.08356 0.31096
H 1.09586 0.02892 1.67586
H 3.25363 0.55110 1.17878
H 3.63252 -1.07715 0.74963
H 5.10182 0.55724 -0.36270
H 4.28999 -0.52696 -1.45846
H 3.70621 1.10995 -1.31486
C -2.58731 8.30571 -3.23910
O -3.26572 7.34515 -4.04243
H -2.25992 7.78900 -2.34000
H -1.71081 8.71314 -3.74924
H -3.24625 9.12785 -2.94998
H -3.56575 7.78258 -4.84338
C 2.76099 3.13787 4.06627
O 2.21217 2.06853 3.28701
H 3.04374 2.72774 5.03217
H 3.64922 3.55571 3.58807
H 2.02270 3.92958 4.21357
H 1.95314 2.44630 2.44021
C -1.72259 -7.46901 3.04094
O -0.92659 -6.27927 3.16123
H -2.60153 -7.32470 3.66078
H -2.03705 -7.63449 2.00916
H -1.17583 -8.34148 3.39778
H -0.13494 -6.41747 2.63196
C 4.13407 0.22470 6.80603
O 4.51012 1.57628 7.03942
H 3.57275 0.21016 5.87374
H 5.00585 -0.42592 6.69923
H 3.49674 -0.16265 7.60561
H 5.00874 1.61220 7.85972
C -3.17666 2.64450 -6.04762
O -3.48202 1.86130 -4.89904
H -3.56992 2.11395 -6.91026
H -3.64854 3.63077 -6.00159
H -2.09829 2.77067 -6.17875
H -3.13992 2.32575 -4.12946
C 4.99679 -4.93411 -6.34296
O 4.82211 -3.73831 -5.58947
H 5.34523 -4.64191 -7.32956
H 5.74175 -5.59085 -5.88767
H 4.05803 -5.48533 -6.45419
H 4.52942 -3.99454 -4.70691



(7)
18
Properties=species:S:1:pos:R:3 method="wB97M-V/def2-TZVPD" smiles=OCCNCO.O homo_ha=-0.322 total_energy_ev=-10921.0482
O -1.19306 2.15517 0.97726
C -0.48514 1.02673 1.46441
C 0.65690 0.69754 0.50340
N 0.10153 0.11247 -0.71492
C 0.86754 -0.61858 -1.69631
O 2.04534 -1.13898 -1.09709
H -1.61898 2.58179 1.72300
H -1.16242 0.16654 1.49023
H -0.01421 1.16954 2.44220
H 1.37237 0.03195 0.97563
H 1.13789 1.65741 0.25607
H -0.62867 0.71213 -1.07169
H 1.10193 -0.03211 -2.59335
H 0.32766 -1.50546 -2.03346
H 2.70608 -0.41952 -1.09512
O -1.79278 -2.48401 -0.11775
H -2.25033 -2.37164 0.72121
H -1.17163 -1.74098 -0.13372



(8)
16
Properties=species:S:1:pos:R:3 method="wB97M-V/def2-TZVPD" homo_ha=-0.492 total_energy_ev=-19679.9191 total_charge=+1
C 0.89669 1.36280 -0.95473
C 0.80590 2.72434 -0.93598
C -0.14506 1.79040 1.15008
C 0.34810 0.86416 0.21799
C 0.24794 -0.47927 0.68178
N 0.95625 -1.37518 0.06506
O -1.58382 -0.99434 -0.10042
S 0.17317 3.34278 0.52167
H 1.24510 0.68987 -1.82826
H 1.08041 3.37743 -1.78905
H -0.52163 1.68567 2.12722
H -0.11737 -0.82359 1.62161
H 0.92502 -2.31222 0.33464
H -2.16567 -0.55997 0.52526
H 1.31597 -1.23311 -0.84593
H -1.60647 -1.97952 -0.02992



Copy entry 3 word for word.
65
Properties=species:S:1:pos:R:3 method="wB97M-V/def2-TZVPD" homo_ha=-0.466 total_energy_ev=-29807.1804 total_charge=+1
C -0.50055 1.08323 2.73818
C 0.41131 -0.18931 2.15833
C -0.48875 -1.14793 1.17913
F 0.12039 -2.52735 1.22800
N -0.62882 -0.65998 -0.24594
C -0.84328 0.71297 -0.84430
N -0.94567 0.59734 -2.37902
C -0.82556 -0.88114 -2.67487
C -0.88329 -1.74664 -4.06583
C 0.63472 -2.01208 -4.69810
F 0.70084 -1.26956 -5.97848
C -0.59745 -1.74460 -1.30008
H -0.11347 1.37983 3.80341
H -0.38779 1.97851 1.95660
H -1.62592 0.75007 2.85120
H 1.44255 0.14759 1.71591
H 0.66916 -0.84075 3.12415
H -1.57498 -1.22906 1.64681
H -0.91256 1.71095 -0.23717
H -1.06831 1.34453 -3.09773
H -1.38763 -2.79117 -3.78601
H -1.57569 -1.27573 -4.89362
H 0.76087 -3.17964 -4.80373
H 1.40177 -1.61007 -3.88592
H -0.45583 -2.90440 -1.23830
C 3.88049 -6.39343 4.90783
C 4.66550 -5.28414 4.22515
C 4.19937 -3.87912 4.61589
C 2.75333 -3.53619 4.23797
C 2.41532 -3.65911 2.75025
C 3.21638 -2.71433 1.86889
H 2.82484 -6.37622 4.62140
H 4.28506 -7.36984 4.62454
H 3.94498 -6.30368 5.99727
H 4.61814 -5.41575 3.13887
H 5.72225 -5.38713 4.50118
H 4.87642 -3.14608 4.16350
H 4.30914 -3.75873 5.70141
H 2.54788 -2.50850 4.56446
H 2.06743 -4.17383 4.80736
H 1.34933 -3.43637 2.61846
H 2.55706 -4.68994 2.40886
H 3.06027 -1.67302 2.16920
H 2.90123 -2.81535 0.82541
H 4.28781 -2.93019 1.91352
C -3.40325 3.52405 -0.78602
C -4.21273 4.37759 -1.74987
C -3.73777 4.27345 -3.20163
C -2.30558 4.75555 -3.46212
C -2.01554 6.20367 -3.06027
C -2.84707 7.22079 -3.82523
H -2.35746 3.84247 -0.74523
H -3.81429 3.60537 0.22478
H -3.43271 2.46945 -1.07938
H -4.20018 5.42066 -1.41607
H -5.25974 4.05320 -1.70447
H -4.43095 4.83363 -3.83890
H -3.81268 3.22701 -3.52450
H -2.09228 4.63507 -4.53214
H -1.60001 4.09876 -2.94054
H -0.95493 6.40932 -3.25040
H -2.16564 6.34025 -1.98414
H -2.68396 7.12697 -4.90388
H -2.56557 8.23623 -3.52855
H -3.91594 7.10182 -3.62548